{
  "formula": "C4H9NO2",
  "method": "ωB97M-V/def2-TZVPD",
  "total_charge": 1,
  "relative_energy_kcal_mol": 74.8,
  "homo_ev": [-15.5, -15.4],
  "homo_lumo_gap_ev": [11.5, 6.6],
  "e_tot_ev": -9867.957,
  "spin_multiplicity": 2,
  "elements": ["O", "C", "N", "C", "C", "C", "O", "H", "H", "H", "H", "H", "H", "H", "H", "H"],
  "xyz": [[0.565, -2.100, 2.470], [-0.237, -1.340, 2.095], [-0.464, -1.051, 0.659], [-0.819, 0.374, 0.443], [-0.539, 0.975, -1.024], [0.665, 0.218, -1.470], [1.658, 0.373, -0.482], [-0.946, -0.688, 2.737], [0.344, -1.401, 0.047], [-0.103, 0.869, 1.357], [-1.953, 0.373, 0.727], [-1.489, 0.621, -1.589], [-0.390, 2.066, -0.956], [0.929, 0.651, -2.432], [0.350, -0.718, -1.646], [2.430, 0.779, -0.934]],
  "forces_ev_per_angstrom": [[0.74, -0.56, -0.23], [-2.59, 1.14, 0.97], [2.57, 1.51, -0.61], [-0.32, 0.21, 1.40], [-2.40, -1.81, 1.97], [0.44, 4.51, -0.87], [1.15, 0.07, -0.70], [1.05, -1.02, -0.81], [-1.42, 0.05, 0.88], [-2.06, -0.68, -2.36], [1.88, 0.65, -0.01], [1.65, 1.17, 0.45], [-0.35, -0.59, -0.07], [0.53, -0.24, -0.14], [-0.41, -3.88, -0.65], [-0.47, -0.54, 0.77]]
}